{"formula": "C15H60O15", "method": "ωB97M-V/def2-TZVPD", "symbols": ["O", "O", "O", "O", "O", "O", "O", "O", "O", "O", "O", "O", "O", "O", "O", "C", "C", "C", "C", "C", "C", "C", "C", "C", "C", "C", "C", "C", "C", "C", "H", "H", "H", "H", "H", "H", "H", "H", "H", "H", "H", "H", "H", "H", "H", "H", "H", "H", "H", "H", "H", "H", "H", "H", "H", "H", "H", "H", "H", "H", "H", "H", "H", "H", "H", "H", "H", "H", "H", "H", "H", "H", "H", "H", "H", "H", "H", "H", "H", "H", "H", "H", "H", "H", "H", "H", "H", "H", "H", "H"], "positions_angstrom": [[2.16, -1.80, -3.29], [4.59, -1.24, 1.10], [0.81, -3.85, 1.73], [-3.45, 2.36, -1.12], [-1.22, 3.23, -0.02], [-1.10, 1.32, 4.07], [3.60, -3.82, 0.74], [1.45, 4.10, -0.86], [3.09, 0.03, -1.22], [-1.53, 0.96, -3.12], [-0.25, 0.98, 1.60], [-3.84, 2.37, 2.95], [-3.03, -0.87, 1.52], [-2.03, -4.24, -3.50], [-0.72, -1.87, -2.14], [-0.67, -2.47, -0.85], [-4.88, 3.11, 3.63], [3.29, -3.78, -0.63], [-0.24, 1.46, -3.16], [-4.54, 1.74, -0.41], [2.01, -1.95, -4.70], [0.80, -4.95, 2.62], [-1.94, 4.33, 0.58], [4.48, -0.60, 2.39], [1.04, 0.75, 0.99], [-2.14, -4.04, -4.94], [-0.05, 2.27, 4.37], [1.75, 5.20, -0.08], [-2.38, -1.66, 2.53], [3.80, 1.26, -1.49], [0.40, 1.30, -4.02], [-4.54, 2.27, 0.58], [-1.51, 0.05, -2.74], [-1.47, -2.29, 2.13], [1.37, -1.88, -2.81], [4.76, 1.16, -1.05], [0.93, 1.91, 4.49], [-2.05, -0.99, 3.33], [-0.13, -5.52, 2.38], [3.21, 2.05, -0.90], [-0.52, 1.83, 1.18], [-3.04, -2.42, 2.92], [-1.64, -2.29, -0.30], [-5.68, 3.28, 2.89], [2.33, -3.18, -0.82], [-2.17, 5.05, -0.19], [1.06, 6.01, -0.17], [0.31, 1.02, -2.32], [-1.09, -2.55, -2.74], [1.18, -0.43, 1.10], [3.21, -4.77, -0.92], [2.04, 4.93, 0.97], [-2.29, -2.97, -5.03], [1.34, -2.71, -4.92], [1.87, 1.37, 1.50], [2.67, 5.66, -0.48], [3.46, -0.40, 2.70], [4.97, 0.44, 2.35], [-1.24, -4.37, -5.35], [0.18, -2.01, -0.31], [-2.55, -0.04, 1.49], [-3.10, 2.18, 3.55], [-0.55, -3.52, -0.99], [3.84, 1.48, -2.63], [-5.28, 2.67, 4.53], [-0.81, 1.03, 3.17], [3.99, -2.98, 0.97], [-4.43, 4.09, 3.95], [4.07, -3.20, -1.14], [0.55, 3.82, -0.67], [-1.35, 4.92, 1.32], [-4.30, 0.66, -0.18], [5.14, -1.11, 3.07], [3.01, -2.28, -5.09], [-1.95, 2.83, -0.55], [-2.73, 3.87, 1.14], [1.70, -3.57, 1.51], [-3.28, 1.89, -1.93], [-1.53, -5.04, -3.32], [1.67, -0.99, -5.14], [2.98, -0.46, -2.09], [-0.38, 2.92, 5.27], [-0.34, 2.51, -3.02], [-3.03, -4.54, -5.31], [-0.01, 2.99, 3.58], [-5.47, 1.87, -0.86], [1.68, -5.61, 2.51], [0.62, -4.69, 3.69], [4.05, -0.73, 0.50], [1.04, 1.16, -0.05]], "homo_energy_ev": -9.582, "total_charge": 0, "multiplicity": 1, "relative_energy_kcal_mol": 169.8, "e_tot_ev": -47233.9593}

{"formula": "C15H78BNO35", "method": "ωB97M-V/def2-TZVPD", "symbols": ["O", "O", "O", "O", "O", "O", "O", "O", "O", "O", "O", "O", "O", "O", "O", "O", "O", "O", "O", "O", "O", "O", "O", "O", "O", "O", "O", "O", "O", "O", "O", "O", "O", "O", "O", "N", "C", "C", "C", "C", "C", "C", "C", "C", "C", "C", "C", "C", "C", "C", "C", "B", "H", "H", "H", "H", "H", "H", "H", "H", "H", "H", "H", "H", "H", "H", "H", "H", "H", "H", "H", "H", "H", "H", "H", "H", "H", "H", "H", "H", "H", "H", "H", "H", "H", "H", "H", "H", "H", "H", "H", "H", "H", "H", "H", "H", "H", "H", "H", "H", "H", "H", "H", "H", "H", "H", "H", "H", "H", "H", "H", "H", "H", "H", "H", "H", "H", "H", "H", "H", "H", "H", "H", "H", "H", "H", "H", "H", "H", "H"], "positions_angstrom": [[2.46, 2.67, 4.90], [5.54, 3.76, -0.18], [2.73, 5.03, -3.41], [-1.04, 0.70, -5.63], [-6.11, -1.94, -2.37], [2.57, -1.69, 5.79], [3.88, -2.75, -0.49], [-7.72, 1.87, 0.55], [2.80, -5.05, 3.98], [-2.43, 2.95, -4.33], [2.80, 4.54, 3.70], [-2.62, 4.13, -0.14], [0.99, -0.13, 7.57], [-1.42, -3.26, -3.50], [4.01, -1.20, 2.58], [-1.61, 1.22, 2.78], [2.66, 0.21, 4.78], [-0.19, 5.03, -1.15], [-6.59, -1.11, 0.11], [2.62, -0.19, -5.69], [4.24, -3.89, 2.16], [-3.50, -1.99, 3.76], [4.17, 1.39, 1.95], [5.45, 0.56, -1.99], [1.14, 1.47, 3.35], [0.55, 3.18, 2.17], [-1.24, -6.33, 2.83], [0.43, -1.74, -5.63], [0.78, 1.08, 5.83], [-4.11, 3.67, -2.23], [0.95, -4.37, -2.37], [4.40, 3.33, -4.81], [-1.16, -1.09, 4.75], [-3.30, -2.69, 1.10], [-5.51, -0.50, 2.77], [0.58, 0.04, -0.90], [1.28, 2.70, 3.00], [2.19, -0.49, 5.69], [1.68, 0.85, -0.28], [1.17, 0.07, 6.42], [0.26, -1.74, 1.13], [1.55, 1.48, -2.63], [0.28, -3.17, 1.63], [-3.24, 0.40, -1.17], [0.98, 0.04, -2.29], [1.95, 1.90, -1.21], [-1.93, -0.33, -1.20], [-3.82, 0.98, 0.13], [2.18, 3.37, 3.89], [-0.71, 0.63, -0.68], [0.65, -1.41, -0.37], [1.74, 1.36, 4.69], [4.86, 1.71, 2.56], [-3.66, 4.02, -1.48], [1.16, 2.68, -0.86], [-1.25, 0.79, -6.62], [-0.32, -3.61, 0.82], [-4.84, 4.25, -2.38], [5.04, -4.17, 2.13], [-0.78, -6.88, 2.22], [-6.91, -1.61, 0.83], [3.07, 2.18, -1.20], [-0.08, 5.70, -0.35], [-2.40, 3.81, -4.95], [-6.41, -1.40, -0.70], [-7.25, 1.41, -0.10], [3.46, -0.01, -5.36], [-1.67, 4.16, -0.32], [5.59, -0.31, -1.66], [-5.72, -0.87, 1.85], [-0.85, 1.12, 0.45], [4.63, 3.27, -5.68], [5.75, 3.82, 0.81], [1.03, -1.15, 1.77], [0.15, -1.98, -1.04], [6.31, 0.92, -2.19], [3.39, -5.77, 4.41], [1.96, -5.25, 4.35], [-3.78, -1.84, 0.90], [4.77, -2.57, -0.76], [1.55, 1.23, 0.78], [-3.82, 0.25, 0.96], [-2.92, 3.16, -3.55], [-1.07, 1.93, 2.70], [-3.92, -0.29, -1.52], [1.71, -0.71, -2.69], [-0.68, -5.99, 3.59], [-3.05, -2.38, 2.90], [0.91, 2.24, -2.86], [-0.25, -1.12, -5.66], [1.60, -4.35, -3.08], [1.30, -1.27, -5.41], [5.19, 3.54, -4.22], [-8.65, 2.13, 0.43], [3.76, -2.48, 0.39], [-0.25, -3.28, 2.58], [-2.79, 4.47, 0.85], [-1.81, -1.10, 5.51], [0.16, -0.08, -3.06], [1.64, -3.57, 1.68], [-2.00, -1.33, -0.62], [1.66, -1.73, -0.63], [2.63, 0.32, 0.01], [-3.23, 1.11, -1.95], [0.67, 5.09, -1.56], [-0.76, -1.85, 5.01], [2.41, 1.47, -3.55], [-0.70, -1.33, 1.22], [-0.88, 1.61, -1.13], [3.53, -1.38, 3.35], [1.39, -4.69, -1.51], [-4.86, -1.18, 3.22], [-0.75, -3.80, -3.13], [-2.75, -1.41, 3.89], [-3.33, 1.83, 0.52], [-0.93, -2.39, -3.93], [3.57, -4.53, 2.48], [2.80, 5.71, -3.98], [2.19, 0.53, -6.11], [3.81, 0.43, 2.09], [3.20, 4.35, -3.74], [-1.78, -0.35, -2.29], [-1.63, 1.17, -5.10], [-4.88, 1.14, -0.16], [4.26, -2.15, 2.23], [-6.92, -2.34, -2.50], [-5.52, -2.38, -2.68], [-0.96, 0.61, 3.13], [5.45, 2.75, -0.30], [-2.99, -3.61, 0.62]], "homo_energy_ev": -9.399, "total_charge": 0, "multiplicity": 1, "relative_energy_kcal_mol": 41.5, "e_tot_ev": -90643.5549}

{"formula": "C15H7DyN8OS2", "method": "ωB97M-V/def2-TZVPD", "symbols": ["Dy", "S", "S", "O", "N", "N", "N", "N", "N", "N", "N", "N", "C", "C", "C", "C", "C", "C", "C", "C", "C", "C", "C", "C", "C", "C", "C", "H", "H", "H", "H", "H", "H", "H"], "positions_angstrom": [[-0.37, -0.30, 0.13], [-0.37, -2.45, -1.37], [-2.38, 0.35, -1.40], [-3.50, -1.96, 2.38], [-1.43, -0.86, 1.95], [-7.48, -2.94, -2.05], [2.15, -0.20, 0.06], [-5.09, -6.25, -2.08], [4.00, 1.07, -0.02], [1.63, 4.62, 0.02], [0.53, 2.08, 0.06], [4.30, -0.25, -0.03], [3.20, -0.99, 0.02], [-2.96, -1.32, -1.47], [0.32, 4.43, 0.02], [2.69, 1.06, 0.04], [1.85, 2.26, 0.04], [-4.34, -1.49, -1.60], [-2.73, -3.73, -1.61], [2.40, 3.54, 0.03], [-2.48, -1.42, 2.16], [-4.10, -3.88, -1.76], [-4.92, -2.74, -1.75], [-0.24, 3.16, 0.04], [-4.65, -5.19, -1.93], [-6.34, -2.85, -1.91], [-2.13, -2.47, -1.47], [5.26, -0.54, -0.07], [-1.31, 3.00, 0.04], [-4.97, -0.62, -1.59], [-0.32, 5.31, 0.01], [3.18, -2.07, 0.01], [-2.10, -4.61, -1.62], [3.47, 3.68, 0.02]], "s_squared": 9.33, "homo_energy_ev": [-7.957, -7.977], "total_charge": 0, "multiplicity": 6, "relative_energy_kcal_mol": 2.5, "e_tot_ev": -75393.6268}

{"formula": "C15H8BClF4IN3OPt", "method": "ωB97M-V/def2-TZVPD", "symbols": ["Pt", "I", "Cl", "F", "F", "F", "F", "O", "N", "N", "N", "C", "C", "C", "C", "C", "C", "C", "C", "C", "C", "C", "C", "C", "C", "C", "B", "H", "H", "H", "H", "H", "H", "H", "H"], "positions_angstrom": [[0.08, 0.43, 0.30], [-1.52, -2.43, -3.71], [3.25, -5.11, -2.10], [1.98, 1.49, 3.73], [0.64, 1.67, 1.85], [-0.27, 1.99, 3.94], [0.40, -0.12, 3.33], [-0.55, -0.71, -1.19], [-1.45, 1.76, 0.05], [-5.65, 4.96, -0.74], [1.56, -0.92, 0.38], [-2.87, 2.94, -1.44], [2.36, -2.89, -0.77], [2.13, -3.81, -1.83], [-3.61, 3.41, -0.35], [3.58, -1.93, 1.06], [-1.80, 2.11, -1.19], [-3.24, 3.05, 0.93], [2.60, -0.94, 1.18], [-2.15, 2.22, 1.10], [3.47, -2.91, 0.11], [1.04, -3.67, -2.64], [1.42, -1.87, -0.60], [0.29, -1.70, -1.44], [0.12, -2.62, -2.45], [-4.74, 4.27, -0.57], [0.69, 1.23, 3.35], [-1.80, 1.92, 2.08], [-3.79, 3.40, 1.80], [4.42, -1.92, 1.74], [4.21, -3.68, 0.01], [-3.13, 3.21, -2.45], [0.88, -4.37, -3.44], [-1.20, 1.70, -1.99], [2.66, -0.17, 1.93]], "homo_energy_ev": -8.395, "total_charge": 0, "multiplicity": 1, "relative_energy_kcal_mol": 0.0, "e_tot_ev": -57625.7810}

{"formula": "C15H9Br5N2O6Ru", "method": "ωB97M-V/def2-TZVPD", "symbols": ["Ru", "Br", "Br", "Br", "Br", "Br", "O", "O", "O", "O", "O", "O", "N", "N", "C", "C", "C", "C", "C", "C", "C", "C", "C", "C", "C", "C", "C", "C", "C", "H", "H", "H", "H", "H", "H", "H", "H", "H"], "positions_angstrom": [[-0.01, -0.15, -0.76], [1.96, 2.44, 0.81], [-1.18, -1.71, 3.87], [4.64, -1.69, 0.81], [4.47, -2.65, 3.99], [1.56, -2.61, 5.54], [0.55, 0.78, -2.37], [0.45, 1.43, -4.49], [1.87, -0.86, -0.15], [-0.42, -0.91, 1.05], [-3.95, 1.29, -0.79], [-2.06, 0.11, -1.04], [0.06, -2.14, -2.20], [-0.68, 1.93, 0.24], [-2.77, 1.08, -0.57], [0.01, -1.84, -3.64], [0.12, 0.67, -3.61], [2.92, -2.11, 3.07], [0.09, 2.67, 1.03], [-0.42, 3.57, 1.94], [-2.61, 2.90, 1.22], [1.87, -1.29, 1.05], [-2.00, 2.03, 0.34], [-0.76, -0.55, -3.92], [3.02, -1.71, 1.75], [1.67, -2.11, 3.74], [0.60, -1.30, 1.73], [-1.80, 3.68, 2.04], [0.52, -1.72, 3.07], [1.04, -1.72, -3.99], [-2.24, 4.36, 2.75], [-1.66, -0.51, -3.30], [0.87, -2.70, -1.97], [-0.44, -2.66, -4.20], [-0.77, -2.63, -1.90], [0.24, 4.16, 2.56], [-1.04, -0.49, -4.97], [-3.69, 2.95, 1.25]], "s_squared": 6.03, "homo_energy_ev": [-8.629, -9.245], "total_charge": 0, "multiplicity": 5, "relative_energy_kcal_mol": 4.3, "e_tot_ev": -383760.3630}

{"formula": "C15H9BrLiN3O", "method": "ωB97M-V/def2-TZVPD", "symbols": ["Br", "O", "N", "N", "N", "C", "C", "C", "C", "C", "C", "C", "C", "C", "C", "C", "C", "C", "C", "C", "Li", "H", "H", "H", "H", "H", "H", "H", "H", "H"], "positions_angstrom": [[-5.40, -5.73, -1.96], [-0.70, -0.16, 1.27], [-1.69, -0.31, -1.24], [-6.18, 0.61, 0.65], [-6.93, -0.20, 0.09], [-3.50, -0.18, -2.78], [-6.68, -3.20, -2.06], [-5.36, -3.60, -0.09], [-2.55, -0.04, -0.22], [-7.01, -1.94, -1.57], [-4.77, 0.46, 0.68], [-5.85, -4.01, -1.31], [-2.80, 0.52, 2.12], [-3.94, 0.14, -0.43], [-2.15, -0.39, -2.47], [-4.16, 0.72, 1.89], [-6.47, -1.48, -0.38], [-5.66, -2.33, 0.38], [-4.38, 0.09, -1.77], [-1.96, 0.08, 1.11], [0.04, -0.48, -0.24], [-4.81, 1.06, 2.70], [-4.73, -4.26, 0.50], [-2.38, 0.69, 3.10], [-7.09, -3.55, -3.00], [-7.68, -1.29, -2.12], [-5.42, 0.29, -2.01], [-5.28, -2.00, 1.33], [-3.83, -0.22, -3.81], [-1.43, -0.60, -3.25]], "homo_energy_ev": -7.221, "total_charge": 0, "multiplicity": 1, "e_tot_ev": -92466.5947}

{"formula": "C15H9BrN14NiOS", "method": "ωB97M-V/def2-TZVPD", "symbols": ["Br", "Ni", "S", "O", "N", "N", "N", "N", "N", "N", "N", "N", "N", "N", "N", "N", "N", "N", "C", "C", "C", "C", "C", "C", "C", "C", "C", "C", "C", "C", "C", "C", "C", "H", "H", "H", "H", "H", "H", "H", "H", "H"], "positions_angstrom": [[3.94, -3.77, -1.79], [-0.29, -0.22, -0.28], [2.81, 1.08, -2.27], [-0.54, 0.93, 1.35], [-2.97, -2.43, -0.12], [-0.40, -3.94, 1.60], [0.16, -2.83, 1.30], [0.33, 1.61, -1.31], [-0.71, -2.06, 0.60], [-2.18, -0.38, -1.11], [-4.20, -1.10, -1.62], [-1.66, -3.98, 1.11], [-2.30, 0.48, 5.59], [-2.78, 0.48, -1.98], [-3.95, 0.05, -2.27], [-0.99, 0.43, 2.43], [1.70, -0.83, -0.04], [-1.36, 3.87, 2.98], [2.25, -0.68, 1.16], [-3.10, -1.33, -0.92], [-1.80, -2.81, 0.51], [3.27, -2.51, -0.54], [-1.42, 1.31, 3.31], [-1.91, 0.83, 4.56], [3.36, -1.42, 1.56], [-0.64, 2.50, -1.04], [-1.38, 2.73, 3.09], [-0.44, 3.85, -0.89], [0.88, 4.32, -0.99], [1.59, 2.07, -1.56], [1.87, 3.44, -1.33], [3.88, -2.36, 0.69], [2.19, -1.73, -0.88], [-3.70, -3.11, -0.16], [1.73, -1.80, -1.86], [2.89, 3.76, -1.47], [4.73, -2.97, 0.96], [1.11, 5.37, -0.82], [-1.27, 4.50, -0.64], [3.78, -1.27, 2.54], [-1.63, 2.09, -0.93], [1.80, 0.05, 1.80]], "s_squared": 2.00, "homo_energy_ev": [-1.901, -1.895], "total_charge": -2, "multiplicity": 3, "relative_energy_kcal_mol": 16.7, "e_tot_ev": -160530.8926}

{"formula": "C15H9Cl5F5O2ReSeSi", "method": "ωB97M-V/def2-TZVPD", "symbols": ["Re", "Se", "Cl", "Cl", "Cl", "Cl", "Cl", "Si", "F", "F", "F", "F", "F", "O", "O", "C", "C", "C", "C", "C", "C", "C", "C", "C", "C", "C", "C", "C", "C", "C", "H", "H", "H", "H", "H", "H", "H", "H", "H"], "positions_angstrom": [[-0.26, 0.32, 0.36], [-0.27, -2.02, 0.70], [-1.72, 2.86, 6.61], [-3.01, -0.06, 1.29], [-5.27, 0.34, 3.43], [0.52, 2.35, 4.48], [-4.60, 1.82, 6.09], [-0.21, 1.40, -2.97], [2.32, -0.52, -0.32], [4.71, -1.57, -0.97], [3.12, -5.88, 0.06], [5.14, -4.24, -0.71], [0.70, -4.81, 0.70], [-0.28, 0.76, -1.43], [-0.40, 0.93, 2.12], [2.50, -1.85, -0.23], [-2.68, 0.69, 2.81], [-1.82, 0.92, -3.82], [-0.07, 3.27, -2.80], [2.92, -4.57, -0.03], [-2.08, 2.03, 5.16], [1.46, -2.66, 0.20], [-1.37, 1.14, 3.03], [3.95, -3.74, -0.44], [-3.38, 1.56, 4.93], [-3.68, 0.89, 3.74], [1.27, 0.58, -3.79], [1.69, -4.03, 0.29], [-1.08, 1.81, 4.22], [3.74, -2.37, -0.55], [-2.66, 1.48, -3.40], [0.13, 3.71, -3.77], [1.12, -0.50, -3.86], [0.73, 3.57, -2.12], [2.19, 0.75, -3.22], [-1.01, 3.70, -2.43], [-1.77, 1.13, -4.89], [1.41, 0.96, -4.80], [-2.02, -0.15, -3.68]], "s_squared": 3.78, "homo_energy_ev": [-11.980, -12.085], "total_charge": 1, "multiplicity": 4, "e_tot_ev": -171342.8133}

{"formula": "C16H10BeBrCl5", "method": "ωB97M-V/def2-TZVPD", "symbols": ["Br", "Cl", "Cl", "Cl", "Cl", "Cl", "C", "C", "C", "C", "C", "C", "C", "C", "C", "C", "C", "C", "C", "C", "C", "C", "Be", "H", "H", "H", "H", "H", "H", "H", "H", "H", "H"], "positions_angstrom": [[2.28, 0.55, -1.38], [0.83, -3.26, -0.02], [1.67, -4.33, 2.88], [2.37, -2.17, 5.11], [0.84, 1.78, 1.77], [1.76, 0.83, 4.61], [2.24, 0.50, -3.71], [-1.13, 0.62, -1.15], [1.12, 1.29, -4.17], [1.62, -0.28, 3.29], [0.58, -0.95, -4.40], [0.12, 0.42, -4.60], [-2.17, -0.26, 0.67], [-1.84, -1.36, -0.13], [1.25, -2.14, 1.23], [-1.73, 0.93, 0.07], [-1.10, -0.86, -1.31], [1.88, -0.90, -3.89], [1.19, -0.79, 0.91], [1.58, -2.64, 2.52], [1.81, -1.68, 3.55], [1.26, 0.12, 1.97], [0.65, -0.66, -0.86], [2.53, -1.74, -3.68], [-1.03, 1.31, -1.97], [1.14, 2.38, -4.27], [-1.93, 1.92, 0.46], [3.25, 0.94, -3.56], [-2.16, -2.40, 0.00], [0.01, -1.83, -4.64], [-2.71, -0.31, 1.61], [-1.18, -1.28, -2.32], [-0.84, 0.68, -5.02]], "homo_energy_ev": 1.338, "total_charge": -2, "multiplicity": 1, "relative_energy_kcal_mol": 18.9, "e_tot_ev": -149808.6857}